[1]
Here is a structure of composition C42H36As2N2O9Zn from the OMol25 dataset. Energies are from the ωB97M-V functional and the def2-TZVPD basis.

Results
- Energy: -8659.33828 Ha
- F_max: 0.00985 hartree/bohr
- Net charge: 0
- HOMO energy: -7.98 eV

Element x y z (Å)
C 2.9558 4.4917 -2.1520
H 0.8860 0.4249 -0.3187
C 1.2793 -4.3595 3.9604
H -0.9210 2.2017 -4.2848
C 4.0512 4.1541 -4.2649
H 0.9341 -5.2708 4.4297
H -1.3153 6.4336 -3.8827
O 5.9965 -0.3071 -2.7087
C -2.7329 1.3980 -0.0357
C 3.3401 2.9777 -4.4405
C -2.5398 3.9762 -1.8972
H 2.0735 -1.2627 4.9729
H 4.4089 5.8329 -2.9739
C -1.6548 -3.0324 2.9033
H -4.8269 1.3604 -0.5144
C 3.8565 4.9128 -3.1170
H -0.3151 0.3073 -3.0594
C 2.4714 -1.6742 2.9974
C 1.8718 2.8660 1.8192
H 1.8921 1.6351 -3.6338
C 6.2956 -1.4911 -0.2985
H 2.4748 2.9678 3.8780
As -2.3425 1.0391 -1.9126
H 5.4514 1.6024 1.1240
H -3.9126 2.0678 3.6026
H 5.2631 -2.9815 2.5758
C 2.9625 -3.3356 6.7648
O 2.4161 -0.3962 2.6061
H 0.8740 3.2469 2.0117
O -0.7452 -1.2022 1.6504
H 3.4658 -2.4286 6.4242
H -0.7557 1.4788 0.8001
C 0.5744 -3.1340 1.7895
C 3.5477 2.0941 0.2733
H 3.6263 -4.1898 6.6068
H -3.1066 3.8528 -0.9822
C -2.0204 2.8640 -2.5524
O 3.8478 -0.3688 -2.5927
C 1.3399 -4.2710 2.4676
H 2.7323 -3.2446 7.8233
H 2.9262 -1.4089 -0.6656
N 4.9600 -0.5949 -2.1537
C -0.5412 -2.4512 2.0921
H -2.6853 6.1106 -1.8464
C 5.0479 -1.2483 -0.8309
H -1.4957 1.8614 3.0922
O 1.7291 -3.5362 6.0872
H -2.4216 -3.4486 2.2477
H 1.6482 0.5822 -1.8425
C 2.7054 -2.6037 1.8039
Zn 0.9206 -0.3474 1.4531
H 3.4914 2.3772 -5.3284
H 3.8595 1.8732 -0.7428
C 2.2423 3.3053 -2.3175
As 0.9509 2.8598 -0.9236
O 7.6528 -2.9090 2.6411
H -5.5722 1.8231 1.7833
C -2.2913 5.2528 -2.3769
O 1.5376 -2.4385 0.9865
C -0.4907 0.3351 -1.9815
C -2.2315 1.7726 2.3020
H 4.7664 2.1656 3.4282
H 2.8108 5.0897 -1.2584
C 4.4474 1.9599 1.3174
H -1.2951 -3.8202 3.5649
H -0.6017 -0.7126 -1.6915
C -4.5143 1.7460 1.5677
C -1.5254 5.4354 -3.5210
H 7.2003 -1.2136 -0.8160
C 5.1869 -2.4940 1.6141
C -1.0402 4.3310 -4.2044
H 4.7589 4.4783 -5.0168
C -1.8166 1.5375 0.9997
C 2.2513 2.5585 0.5128
C 3.9494 -2.2273 1.0444
O 2.7172 -3.9568 2.0943
C 6.3263 -2.1185 0.9314
C 2.2262 -2.0669 4.2589
O 8.6303 -2.1042 0.8973
C 1.7873 -3.3853 4.7226
C 4.0628 2.2782 2.6138
C 3.8748 -1.6015 -0.1880
C -4.0906 1.4921 0.2707
C -3.5840 1.8840 2.5878
H -2.1109 -2.2407 3.4961
C 2.4362 2.5574 -3.4714
C 2.7758 2.7223 2.8675
H 1.1392 -5.2424 2.0184
H -0.4484 4.4618 -5.1017
N 7.6457 -2.3968 1.5423
C 0.7587 0.9127 -1.3028
C -1.3010 3.0522 -3.7301

The computed Mulliken charges, all in e, follow:
1 C -0.481
2 H -3.692
3 C -1.214
4 H 0.283
5 C -0.440
6 H 0.432
7 H 0.400
8 O -0.669
9 C -0.308
10 C -0.998
11 C -0.067
12 H 0.776
13 H 0.412
14 C -1.722
15 H 0.366
16 C -0.703
17 H 0.556
18 C 0.806
19 C -0.491
20 H 0.347
21 C -0.680
22 H 0.444
23 As 0.127
24 H 0.478
25 H 0.393
26 H 0.751
27 C -0.801
28 O -0.709
29 H 0.446
30 O 0.002
31 H 0.356
32 H -0.737
33 C -0.179
34 C -0.288
35 H 0.266
36 H 0.359
37 C 0.089
38 O -0.589
39 C 0.441
40 H 0.266
41 H 1.040
42 N 1.131
43 C 0.707
44 H 0.390
45 C -0.764
46 H 0.427
47 O -0.461
48 H 0.304
49 H 0.810
50 C 1.455
51 Zn -0.099
52 H 0.440
53 H 0.343
54 C -0.072
55 As 0.843
56 O -0.620
57 H 0.400
58 C -0.661
59 O -0.646
60 C -1.735
61 C -0.626
62 H 0.389
63 H 0.436
64 C -0.343
65 H 0.432
66 H 0.450
67 C -0.656
68 C -0.529
69 H 0.660
70 C -0.274
71 C -0.507
72 H 0.406
73 C 1.663
74 C -0.545
75 C -0.663
76 O -0.643
77 C -0.767
78 C -0.924
79 O -0.632
80 C 0.615
81 C -0.661
82 C 0.165
83 C -0.499
84 C -0.700
85 H 0.336
86 C 0.428
87 C -0.456
88 H 0.450
89 H 0.387
90 N 1.080
91 C 4.389
92 C -0.121



[2]
Here is a structure of composition C42H36BCo2O9P in a non-equilibrium geometry from the OMol25 dataset. Energies are from the ωB97M-V functional and the def2-TZVPD basis.

Results
- Energy: -5430.15728 Ha
- Relative energy (zero: lowest compared OMol25 entry of this formula, charge and spin): 14.73 kcal/mol
- F_max: 0.15526 hartree/bohr
- Net charge: +2
- HOMO energy: -12.36 eV

Element x y z (Å)
C 1.1742 1.2978 -1.0610
C -2.8236 -2.5249 -0.5326
Co -0.3885 0.4116 1.4935
H -1.9588 -5.8303 -0.5946
C -1.1239 3.0278 4.3096
C -1.4609 -0.3720 -3.2126
C 4.7962 -1.6687 -2.5150
C -6.1251 0.0415 -0.3760
H -2.3130 0.3183 -5.0711
C 0.1775 1.1132 -2.1625
H 4.4783 -1.9548 -0.0060
P -2.4386 -0.4563 1.3868
C -5.8547 0.9195 -1.4290
H 4.7464 -1.7877 -3.6132
C 3.3559 -1.7656 -1.8883
O 3.2700 0.5409 -2.6886
H -2.5820 1.5898 -0.7337
C 0.4944 1.2575 0.1649
H -4.9114 -2.9574 4.9923
C -5.1121 -0.3083 0.5205
H -2.0129 -1.3124 -3.2042
Co -0.3466 2.6274 2.7672
H -1.2109 -5.2477 1.7139
C 8.3312 2.4251 -0.5706
H -3.3007 -1.7673 -1.1603
C 6.9039 2.6625 -0.7312
H 5.4109 -2.4818 -2.0871
C 2.4631 -0.5608 -2.3633
H 8.7363 1.8441 -1.4131
H -0.5004 -0.7663 -1.3283
C -0.7657 4.2709 2.3380
H 8.5532 1.8886 0.3622
C -3.5677 1.1341 -0.6530
C 1.2805 2.4374 3.3965
C -3.3420 -0.6817 2.9805
O 2.2829 2.2289 3.9356
C 3.5948 -1.4209 -0.3981
H -6.6418 1.1781 -2.1409
C -3.9020 -1.8985 3.4042
O -0.4035 -0.0919 4.3614
C -1.7719 -3.1827 1.5410
H -4.3551 2.1448 -2.3776
H 8.8770 3.3721 -0.5630
C -0.8655 1.7113 -4.2772
H 1.8039 -0.2166 -1.4945
C -0.3510 2.1172 0.8628
C -3.5429 0.4640 3.7634
C 0.4288 -1.0702 1.3875
H 2.4169 -3.1975 -3.1788
C -2.0784 -4.8121 -0.2216
O 0.9446 -2.1330 1.3260
H -5.3423 -0.9853 1.3451
H 1.8120 -0.8386 -3.2023
C 4.8249 1.9138 -1.1515
H -7.1268 -0.3774 -0.2529
C -4.6775 -0.8521 5.4475
H -0.9755 2.4204 -5.1025
O -1.0937 5.3421 2.0600
C -1.6123 0.5312 -4.2659
C -2.3689 -2.1888 0.7530
C -0.4293 0.4198 3.3069
C -4.2092 0.3825 4.9872
C 2.6765 -3.0862 -2.1196
H 6.4857 4.8032 -0.9506
H -3.0294 -4.0759 -2.0204
O -1.5699 3.3046 5.3350
H 2.7346 -1.6698 0.2378
H 0.6457 2.9127 -3.2547
C -1.6490 -4.4884 1.0674
O 6.1143 1.5592 -0.7955
C 0.0282 2.0049 -3.2413
C 6.1278 3.7818 -0.9700
H -1.4355 -2.9450 2.5507
H -0.9900 2.8045 0.2865
O 3.8179 -0.0172 -0.3244
H -3.8372 -2.7925 2.7843
H 1.7593 -3.1693 -1.5272
H -5.1762 -0.9182 6.4154
C -2.6720 -3.8293 -1.0185
O 5.3883 -0.4358 -2.1644
C 4.8027 3.3034 -1.2474
C -3.8107 0.1985 0.3624
H 2.0205 1.9551 -1.2102
H 3.3396 -3.9109 -1.8366
H 3.9148 3.8701 -1.4985
H -4.3567 1.2872 5.5751
C -4.5304 -1.9908 4.6526
H -3.1853 1.4303 3.4036
C -4.5764 1.4643 -1.5577
C -0.5950 -0.0675 -2.1679
B 4.2866 0.3928 -1.6513

The computed Mulliken charges, all in e, follow:
1 C 1.300
2 C -0.748
3 Co 0.412
4 H 0.439
5 C 0.448
6 C -0.924
7 C -1.022
8 C -0.779
9 H 0.480
10 C 0.774
11 H 0.456
12 P 2.281
13 C -0.646
14 H 0.409
15 C 0.975
16 O -0.688
17 H -0.012
18 C -1.087
19 H 0.445
20 C -0.539
21 H 0.467
22 Co 0.520
23 H 0.472
24 C -1.143
25 H 0.541
26 C 0.666
27 H 0.445
28 C 0.381
29 H 0.321
30 H 0.452
31 C 0.131
32 H 0.333
33 C 0.179
34 C 0.031
35 C -0.067
36 O -0.315
37 C -0.276
38 H 0.424
39 C -0.109
40 O -0.450
41 C -0.598
42 H 0.471
43 H 0.389
44 C -0.892
45 H -0.994
46 C -1.874
47 C -0.287
48 C 0.696
49 H 0.446
50 C -0.809
51 O -0.487
52 H 0.430
53 H 1.170
54 C 0.719
55 H 0.439
56 C -0.664
57 H 0.442
58 O -0.292
59 C -0.703
60 C 0.162
61 C 0.514
62 C -0.898
63 C -2.047
64 H 0.475
65 H 0.468
66 O -0.261
67 H -0.274
68 H 0.468
69 C -0.897
70 O -0.169
71 C -0.834
72 C -0.857
73 H 0.560
74 H 1.041
75 O -0.488
76 H 0.494
77 H 0.286
78 H 0.404
79 C -0.706
80 O -0.518
81 C -0.752
82 C 0.012
83 H 0.552
84 H 0.471
85 H 0.646
86 H 0.455
87 C -0.768
88 H 0.562
89 C -0.706
90 C 0.953
91 B 1.066



[3]
Here is a structure of composition C42H36BMnNO4Te from the OMol25 dataset. Energies are from the ωB97M-V functional and the def2-TZVPD basis.

Results
- Energy: -3421.75427 Ha
- Relative energy (zero: lowest compared OMol25 entry of this formula, charge and spin): 0.00 kcal/mol
- Spin multiplicity: 6
- F_max: 0.00657 hartree/bohr
- Net charge: 0
- HOMO energy (spin up / spin down): -7.41 / -7.78 eV

Element x y z (Å)
C -1.6199 1.8624 -0.3115
H -1.9212 3.9927 -0.6431
C -1.5852 5.1187 -3.7697
H -1.7061 1.1745 0.5317
C 6.2791 -0.1819 -2.6716
H -0.8970 1.2790 3.3123
H 0.9323 -3.6468 0.6971
C -2.8747 3.1406 -4.2157
H -3.7123 2.6550 -4.6996
C -1.0950 -0.7741 2.7009
H 1.9367 -3.7129 2.1510
H 0.1578 4.8479 -2.5460
C 0.9070 -1.8532 1.8746
C 0.7359 5.0737 0.1897
O 2.3474 1.2442 -0.5504
H 0.9350 8.0369 -1.4431
H 4.9165 -3.0855 -1.6049
C 1.5204 2.0169 -3.9912
C -0.4577 -1.8838 2.1702
H 2.6656 -0.6116 1.8730
H 8.8943 -2.3019 -2.9961
H -0.4561 6.8600 0.2203
O 3.3225 -1.2164 -0.9631
H -2.1646 -1.4473 -5.3077
C -0.9155 3.0112 -2.8232
C 5.6675 -2.4087 -1.9900
Mn 1.0553 -0.3091 -0.3472
C -1.8935 3.2771 0.1766
H 8.3061 0.0759 -3.3164
C 6.9446 -2.8504 -2.2875
C -2.6115 -4.1643 -2.5159
H 4.2267 0.0787 -4.4560
C -1.9970 2.3936 -3.4430
C -2.2964 -2.1995 -4.5416
H 2.9136 2.6727 -6.4204
C -1.6144 -2.1290 -3.3478
H -1.4185 6.1805 -3.8990
C 2.3066 6.4014 -1.6841
H 0.7590 2.5256 -4.5720
H -3.3636 5.0880 -4.9702
B -0.3000 -1.5618 -1.6261
C 1.3428 1.8962 -2.6159
H 2.9146 6.9145 -2.4183
C 1.1941 7.0304 -1.1400
C 0.4105 6.3691 -0.2040
H -2.1336 1.3234 -3.3338
C 2.6356 5.1135 -1.2853
C -1.7677 -3.0880 -2.3585
C 2.7519 1.6264 -6.1548
H 2.4843 -2.7980 0.7459
H 7.2056 -3.8904 -2.1431
H 1.5057 1.3915 2.7410
H 6.0162 0.8593 -2.8071
C 7.5634 -0.6221 -2.9533
O -0.7246 -1.1818 -2.9206
Te -0.4804 4.0673 1.5945
N -0.2910 1.6520 -0.8852
C -3.3078 -4.2479 -3.7213
H -3.9807 -5.0785 -3.8876
C 0.0312 2.1949 -2.0014
H -3.7083 -3.3825 -5.6371
C 3.3335 0.5121 -2.5571
C 1.8571 4.4476 -0.3458
H -2.8624 3.3060 0.6740
H -2.3992 1.5835 -1.0281
C 2.3539 1.2542 -1.8494
C 5.3248 -1.0740 -2.1900
C 1.6056 -0.6594 2.1087
H 3.4971 4.6143 -1.7117
C 7.8941 -1.9567 -2.7681
C 3.4687 0.6535 -3.9355
C 1.6062 -3.0707 1.3310
C -3.1539 -3.2858 -4.7132
H 1.8585 1.2890 -6.6831
C -2.6754 4.5051 -4.3721
C 3.9541 -0.6141 -1.8327
H -2.1534 -0.8206 2.9233
C -0.3918 0.4065 2.9203
H 2.1087 3.4344 -0.0572
H -2.7237 -4.9075 -1.7384
H -1.0205 -2.7853 1.9623
C -0.7007 4.3736 -3.0046
O -0.9761 -2.7601 -1.2906
C 0.9573 0.4680 2.6119
H 3.5990 1.0535 -6.5307
C 2.6033 1.4560 -4.6661

The computed Mulliken charges, all in e, follow:
1 C -0.671
2 H 0.203
3 C -0.839
4 H 0.177
5 C -0.029
6 H 0.520
7 H 0.244
8 C -0.700
9 H 0.438
10 C -0.459
11 H 0.443
12 H 0.268
13 C 0.813
14 C -0.188
15 O -0.960
16 H 0.373
17 H 0.395
18 C -1.032
19 C -0.268
20 H 0.306
21 H 0.400
22 H 0.434
23 O -0.589
24 H 0.513
25 C -0.864
26 C -0.450
27 Mn 1.073
28 C -1.150
29 H 0.387
30 C -0.668
31 C -1.016
32 H 0.478
33 C -0.289
34 C -0.944
35 H 0.317
36 C 0.400
37 H 0.470
38 C -0.525
39 H 0.503
40 H 0.352
41 B -0.393
42 C 0.864
43 H 0.411
44 C -0.593
45 C -0.285
46 H 0.474
47 C -0.445
48 C 0.729
49 C -1.697
50 H 0.109
51 H 0.398
52 H 0.362
53 H 0.428
54 C -0.944
55 O 0.472
56 Te 0.189
57 N 0.246
58 C -0.516
59 H 0.393
60 C 1.980
61 H 0.391
62 C 0.383
63 C -0.229
64 H 0.733
65 H 0.386
66 C -0.232
67 C 0.354
68 C -0.853
69 H 0.386
70 C -0.329
71 C -0.071
72 C -1.205
73 C -0.567
74 H 0.352
75 C -0.710
76 C 0.097
77 H 0.421
78 C -0.618
79 H 0.420
80 H 0.480
81 H 0.372
82 C 0.384
83 O -0.442
84 C -0.077
85 H 0.378
86 C -0.252



[4]
Here is a structure of composition C42H36BrFInO28P in a non-equilibrium geometry from the OMol25 dataset. Energies are from the ωB97M-V functional and the def2-TZVPD basis.

Results
- Energy: -6934.15215 Ha
- F_max: 0.02971 hartree/bohr
- Net charge: -2
- HOMO energy: -0.50 eV

Element x y z (Å)
C 3.1731 -6.7497 -4.1528
C -2.6172 0.1384 -5.0122
O -1.1014 -1.4548 4.5915
O 3.3976 -8.9912 -4.8441
O 0.4395 1.8696 -6.2033
H -4.6602 4.0449 6.3781
C -0.7337 -2.7074 2.6498
H 3.5069 5.0730 -3.0473
H 1.6611 -9.9814 -5.0855
C 3.1550 8.8083 -3.3389
O -0.7577 1.1414 -3.9673
C 4.3974 8.4769 -5.4684
H -4.5302 -1.8795 6.6092
H -2.0433 -5.4775 0.5942
C -3.0221 -1.5703 8.2954
C -3.8984 -2.7790 10.7274
H 4.2415 -6.5908 -4.1738
C -2.1409 1.9652 5.1433
H -2.4141 -2.4693 12.4080
C 4.4768 7.0610 -5.2452
C 0.3249 -7.3385 -4.1623
C -1.4460 -2.4217 3.7616
C 3.9246 6.5122 -4.1383
O 2.6926 -4.5767 -3.4447
C -2.3250 3.9259 3.7558
H -1.7618 -1.4398 5.3061
H -1.2533 -0.9331 9.3912
H 4.9882 6.4649 -5.9872
In 1.7688 0.4878 -0.6308
H -3.0022 0.9266 7.0069
H -0.9041 -2.4303 -1.0406
O -3.9198 5.5410 4.3629
O -3.2924 -2.9225 5.1456
C -1.7189 2.7515 3.9964
H 5.6237 1.4502 -1.8186
P 3.5526 -1.3973 -0.4981
C 2.6821 -8.0511 -4.5207
H 4.1700 10.7166 -5.5629
O 0.8273 -9.5124 -4.8911
O -3.1039 -0.1365 -8.5245
C -2.5294 0.1943 -7.4965
O 0.1138 -5.1033 -3.4255
H -5.6790 -3.3883 9.6483
O -1.6649 0.8928 5.4591
C -4.7396 -2.8627 9.5565
O -1.8889 -1.9821 11.7456
H 0.1562 -2.1443 2.3819
Br 5.5132 -0.5834 0.3429
H 0.7613 -2.1925 -0.3931
H 3.8544 0.9671 -3.1034
O 4.8590 9.0493 -6.4494
C 0.0851 -2.0288 -1.2170
H -3.0716 -0.1162 -4.0651
O 3.9150 -1.7096 -2.1337
C 4.9593 2.2996 -1.8567
O -2.7289 -1.0972 7.2159
H 1.6624 2.3346 -2.7139
H -4.5008 -0.8885 -7.2554
H 3.1384 -1.3972 -2.6063
O -4.1812 -3.2764 11.8063
H 1.8918 -4.0518 -3.2088
C -1.2741 0.9088 -7.4730
O 2.7170 6.8264 -2.1498
F 0.6534 -2.6577 -2.3459
C 1.1210 1.1941 1.3926
H -2.5918 5.4836 2.7962
C 1.1955 -8.2884 -4.5163
O 3.7041 2.8791 -3.8597
H 2.6577 9.4147 -2.5951
C -2.6867 -3.2044 4.1230
H 4.7198 2.6782 -0.8741
C -2.4079 -4.5504 2.1415
H -0.9115 2.3574 3.3642
C 0.8170 -6.0226 -3.7684
C -3.8578 3.6573 5.7652
C -3.2617 2.4869 6.0137
C 3.7232 1.9676 -2.6965
H 2.5542 3.0601 -1.3533
H 4.5209 2.7399 -4.3454
O 3.7018 10.6324 -4.7103
C 2.4369 2.1735 -1.9692
H -0.8282 1.1733 -8.4210
O -4.3422 -0.8014 -6.2976
H -0.9160 -0.2002 -0.9513
O 3.9732 5.2273 -3.8940
C -0.0351 -0.5390 -1.4792
O -0.5787 -4.1464 0.7700
C -1.3406 0.8400 -4.9821
O -5.0519 -2.3411 7.2995
C -1.1586 -3.7910 1.7841
C -0.7026 1.2204 -6.2954
O -2.7371 -5.5077 1.2848
C -4.3394 -2.2980 8.4029
H -0.7438 -7.4999 -4.1561
O 1.1090 2.4281 1.6802
C 3.2096 7.3675 -3.1134
O -3.6059 1.7018 7.0335
C 2.3070 -5.7774 -3.7937
C -3.1189 -4.2706 3.2379
H 5.5154 3.0821 -2.3647
C -2.5938 -2.0338 10.6227
O 0.7448 0.2696 2.1590
C -3.4228 4.4564 4.6313
H 0.6389 1.9639 -5.2468
H -0.1186 -0.3135 -2.5309
C -3.1769 -0.1640 -6.1880
C 3.7101 9.3289 -4.4372
H -4.0168 -4.8119 3.5021
C -2.1875 -1.4702 9.4782
O -2.0072 4.7102 2.7293

These are the Mulliken partial charges, in e, on atoms 1 to 99:
1 C -0.951
2 C -1.089
3 O -0.456
4 O -0.676
5 O -0.548
6 H 0.424
7 C -0.805
8 H 0.137
9 H 0.359
10 C -1.138
11 O -0.460
12 C 1.089
13 H 0.336
14 H 0.356
15 C 0.788
16 C 1.046
17 H 0.457
18 C 1.064
19 H 0.353
20 C -0.897
21 C -1.096
22 C 0.284
23 C 0.159
24 O -0.400
25 C 0.167
26 H 0.172
27 H 0.497
28 H 0.436
29 In 0.433
30 H 0.266
31 H 0.153
32 O -0.676
33 O -0.453
34 C -1.007
35 H 0.344
36 P 0.392
37 C 1.121
38 H 0.361
39 O -0.603
40 O -0.672
41 C 1.104
42 O -0.501
43 H 0.442
44 O -0.497
45 C -0.856
46 O -0.594
47 H 0.569
48 Br -0.430
49 H -0.038
50 H 0.163
51 O -0.681
52 C -0.079
53 H 0.478
54 O -0.514
55 C -1.364
56 O -0.268
57 H 0.166
58 H 0.352
59 H 0.214
60 O -0.662
61 H 0.315
62 C -0.977
63 O -0.555
64 F -0.374
65 C 0.329
66 H 0.342
67 C 0.315
68 O -0.453
69 H 0.413
70 C 0.811
71 H 0.240
72 C 0.362
73 H 0.689
74 C 1.052
75 C -0.976
76 C 0.252
77 C 0.814
78 H 0.441
79 H 0.225
80 O -0.595
81 C -1.538
82 H 0.421
83 O -0.609
84 H 0.570
85 O -0.241
86 C -0.737
87 O -0.612
88 C 0.905
89 O -0.589
90 C 1.237
91 C 0.297
92 O -0.631
93 C 0.397
94 H 0.424
95 O -0.735
96 C 1.073
97 O -0.590
98 C 0.298
99 C -1.297